# 1
Entry from the Open Molecules 2025 dataset: a 14-piece molecular cluster, C30H29Cl40F21NO5P2 overall in a non-equilibrium geometry (ωB97M-V with the def2-TZVPD basis set).

Geometry as XYZ:
```
128
Properties=species:S:1:pos:R:3:lowdin_charge:R:1
C 3.763 3.406 4.098 -0.08
C 3.620 3.068 2.598 -0.22
C 2.345 3.593 1.967 -0.38
F 2.763 4.178 0.760 -0.12
P 1.016 2.207 1.585 0.39
O -0.249 3.138 2.167 -0.29
Cl 0.431 2.949 -0.442 0.21
O -0.084 0.893 1.307 -0.31
C 0.508 -0.249 1.798 -0.38
P -0.500 -1.723 1.361 0.53
N -1.897 -1.407 0.778 -0.13
O -0.467 -2.737 2.607 -0.15
O 0.365 -2.445 0.209 -0.16
C 1.148 0.061 3.186 -0.34
C 2.555 -0.576 3.197 -0.08
C 3.403 -0.248 4.431 -0.10
C 3.470 -1.264 5.524 -0.20
F 3.061 -2.533 5.318 0.06
C 3.927 -0.978 6.739 -0.31
F 4.828 -0.046 6.997 0.14
F 3.543 -1.590 7.852 0.13
C 0.409 -0.195 4.516 -0.32
F 0.681 -1.478 4.887 0.11
F 0.926 0.583 5.500 0.14
C -1.144 -0.047 4.638 -0.30
F -1.544 -0.981 5.536 0.14
F -1.779 -0.326 3.489 0.14
C -1.705 1.301 5.193 -0.33
F -1.581 1.258 6.543 0.15
F -1.053 2.383 4.775 0.18
C -3.243 1.462 4.939 -0.32
F -3.645 2.394 5.830 0.14
F -3.889 0.321 5.243 0.16
C -3.682 1.954 3.511 -0.34
F -4.164 3.219 3.610 0.14
F -2.668 1.968 2.666 0.19
C -4.830 1.127 2.854 -0.34
F -4.499 -0.166 2.734 0.16
F -4.958 1.620 1.608 0.17
C -6.225 1.284 3.552 -0.33
F -6.986 2.130 2.823 0.14
F -6.111 1.800 4.788 0.15
C -7.036 -0.028 3.657 -0.56
F -6.449 -0.882 4.489 0.19
F -7.172 -0.585 2.456 0.19
F -8.251 0.262 4.130 0.18
O 1.358 1.467 3.116 -0.21
H 4.678 3.973 4.254 0.06
H 3.863 2.524 4.713 0.04
H 2.939 4.017 4.448 0.07
H 3.729 1.994 2.465 0.08
H 4.447 3.523 2.064 0.11
H 1.924 4.414 2.546 0.11
H 2.071 1.528 0.892 0.04
H 0.001 3.546 2.999 0.03
H 1.376 -0.412 1.140 0.10
H -2.633 -1.833 1.325 -0.03
H -0.931 -3.544 2.353 0.08
H 1.256 -2.677 0.507 0.07
H 2.460 -1.659 3.108 0.13
H 3.064 -0.154 2.345 0.11
H 4.426 -0.125 4.065 0.13
H 3.130 0.709 4.842 0.09
C 1.299 -2.423 -3.824 -1.51
Cl 2.421 -1.101 -3.526 0.56
Cl 0.743 -2.392 -5.498 0.52
Cl 2.055 -3.984 -3.461 0.50
H 0.446 -2.302 -3.169 0.02
C -7.443 4.962 4.622 -1.56
Cl -8.977 4.533 5.381 0.53
Cl -7.635 6.383 3.589 0.54
Cl -6.197 5.232 5.832 0.55
H -7.135 4.138 3.997 -0.03
C 4.346 -2.482 -6.703 -1.55
Cl 5.464 -1.198 -6.242 0.54
Cl 3.916 -2.363 -8.408 0.51
Cl 5.028 -4.067 -6.336 0.52
H 3.441 -2.364 -6.121 -0.06
C 0.462 5.152 -3.990 -1.56
Cl -0.822 4.759 -2.866 0.49
Cl 1.570 6.341 -3.298 0.52
Cl 1.338 3.702 -4.489 0.51
H 0.017 5.587 -4.874 -0.04
C 1.989 -6.254 -8.829 -1.55
Cl 3.356 -5.833 -9.863 0.53
Cl 2.390 -7.647 -7.818 0.52
Cl 1.489 -4.894 -7.841 0.49
H 1.163 -6.536 -9.467 -0.01
C -6.306 10.244 3.614 -1.56
Cl -5.332 10.210 2.146 0.53
Cl -5.362 10.834 4.981 0.52
Cl -7.755 11.226 3.384 0.51
H -6.620 9.233 3.836 -0.03
C 3.968 -11.597 -8.275 -1.55
Cl 3.460 -10.796 -9.761 0.52
Cl 4.751 -10.461 -7.178 0.53
Cl 2.599 -12.377 -7.481 0.53
H 4.688 -12.360 -8.535 0.01
C 2.591 -9.132 -4.424 -1.58
Cl 1.195 -10.159 -4.086 0.52
Cl 2.263 -7.464 -3.971 0.51
Cl 4.027 -9.746 -3.603 0.52
H 2.775 -9.164 -5.489 -0.07
C 1.478 -4.919 6.729 -1.56
Cl 0.832 -5.375 5.154 0.53
Cl 0.359 -5.376 8.017 0.52
Cl 3.059 -5.656 6.996 0.52
H 1.596 -3.844 6.746 -0.01
C -0.669 9.619 -4.230 -1.55
Cl -2.191 10.513 -4.226 0.52
Cl -0.746 8.253 -5.336 0.54
Cl 0.680 10.681 -4.634 0.52
H -0.504 9.229 -3.235 0.01
C -2.725 1.586 -4.501 -1.55
Cl -1.373 0.688 -5.202 0.50
Cl -2.550 1.775 -2.765 0.54
Cl -2.880 3.152 -5.315 0.50
H -3.628 1.025 -4.693 0.00
C -1.904 -6.637 -6.401 -1.53
Cl -1.364 -6.633 -8.090 0.53
Cl -0.688 -5.929 -5.347 0.51
Cl -3.443 -5.794 -6.245 0.54
H -2.053 -7.667 -6.107 0.01
C 5.831 2.418 -6.833 -1.58
Cl 4.241 2.736 -6.154 0.52
Cl 5.707 1.910 -8.519 0.51
Cl 6.879 3.831 -6.682 0.52
H 6.280 1.610 -6.273 -0.02
```

As for the multiplicity: 1. For the lowest unoccupied orbital energy, the calculation gives 0.047 Eh. The HOMO energy comes out at -6.24 eV. The net charge is -1. As for the total energy: -619852.4544 eV.

---

# 2
Entry from the Open Molecules 2025 dataset: a 4-piece molecular cluster, C30H29F24NO5 overall in a non-equilibrium geometry (ωB97M-V with the def2-TZVPD basis set).

Geometry as XYZ:
```
89
Properties=species:S:1:pos:R:3:lowdin_charge:R:1
H -0.219 -3.525 2.291 0.04
N 0.214 -2.910 1.564 0.05
C 0.361 -1.618 2.080 -0.15
C -0.127 -1.394 3.623 -0.15
C -0.417 0.148 4.071 -0.32
C -0.747 0.000 5.668 -0.09
C -1.972 0.460 6.375 -0.03
C 1.072 0.863 3.807 -0.04
C 0.876 1.748 2.401 -0.22
O 1.809 2.536 1.860 -0.01
O -0.503 1.474 1.874 -0.06
C -1.276 1.169 3.126 -0.22
C -2.908 1.067 3.039 -0.11
C -3.522 -0.450 3.057 -0.15
C -3.084 -1.594 1.964 -0.03
C -3.713 -3.109 2.049 -0.06
C -4.804 -3.505 3.213 -0.07
C -5.295 -2.362 4.303 -0.06
C -4.638 -0.841 4.197 -0.03
H 0.867 -0.840 1.369 0.11
H 0.764 -1.782 4.317 0.14
H -1.055 -2.061 3.911 0.12
H 0.059 -0.582 6.328 0.13
H -2.369 1.562 6.356 0.07
H -2.569 -0.309 7.065 0.08
H 1.413 1.635 4.643 0.15
H 1.950 0.105 3.649 0.13
H -1.130 2.205 3.702 0.17
H -3.328 1.646 3.995 0.12
H -3.307 1.705 2.112 0.14
H -2.269 -1.259 1.159 0.10
H -3.319 -3.892 1.247 0.09
H -5.192 -4.617 3.220 0.08
H -6.099 -2.634 5.125 0.08
H -5.000 -0.029 4.972 0.09
F -2.773 -3.314 -4.811 0.08
C -1.888 -4.092 -4.139 -0.28
F -2.222 -5.380 -4.424 0.09
C -1.922 -3.845 -2.637 -0.43
F -3.129 -4.182 -2.111 0.12
F -1.015 -4.688 -2.049 0.11
C -1.559 -2.416 -2.207 -0.06
O -2.661 -1.541 -1.944 0.02
C -3.210 -0.888 -3.088 -0.48
F -2.399 -1.095 -4.153 0.12
F -3.141 0.443 -2.819 0.14
C -4.666 -1.289 -3.357 -0.26
F -4.786 -2.625 -3.566 0.09
F -5.142 -0.678 -4.474 0.09
H -0.891 -3.912 -4.551 0.17
H -1.046 -2.506 -1.241 0.13
H -0.815 -1.956 -2.869 0.13
H -5.309 -1.020 -2.515 0.18
F 3.481 -2.971 -1.173 0.09
C 2.706 -1.885 -1.419 -0.28
F 1.587 -2.038 -0.662 0.06
C 2.348 -1.751 -2.893 -0.43
F 1.594 -2.801 -3.313 0.12
F 1.553 -0.644 -3.035 0.10
C 3.546 -1.573 -3.838 -0.05
O 4.006 -2.757 -4.498 0.03
C 4.917 -3.559 -3.748 -0.48
F 5.306 -2.882 -2.642 0.12
F 6.027 -3.675 -4.525 0.14
C 4.358 -4.953 -3.432 -0.26
F 3.210 -4.877 -2.711 0.09
F 5.237 -5.673 -2.687 0.10
H 3.233 -0.999 -1.053 0.18
H 3.202 -0.923 -4.652 0.15
H 4.367 -1.015 -3.372 0.15
H 4.146 -5.508 -4.349 0.18
F 1.348 7.344 -1.938 0.08
C 0.466 7.055 -0.950 -0.29
F -0.282 8.177 -0.768 0.09
C 1.157 6.649 0.345 -0.43
F 1.897 7.672 0.848 0.12
F 0.188 6.399 1.281 0.10
C 2.030 5.389 0.247 -0.06
O 3.433 5.609 0.068 0.03
C 3.852 5.813 -1.281 -0.48
F 2.825 5.532 -2.117 0.12
F 4.798 4.866 -1.518 0.14
C 4.447 7.209 -1.512 -0.27
F 3.551 8.187 -1.222 0.09
F 4.800 7.379 -2.813 0.09
H -0.204 6.268 -1.309 0.17
H 1.955 4.886 1.219 0.13
H 1.632 4.659 -0.469 0.15
H 5.332 7.366 -0.890 0.18
```

As for the multiplicity: 1. For the lowest unoccupied orbital energy, the calculation gives -0.013 Eh. The SMILES is [H]/N=C\C[C@@]1(C=C)CC(=O)O[C@H]1Cc1ccccc1.FC(F)C(F)(F)COC(F)(F)C(F)F.FC(F)C(F)(F)COC(F)(F)C(F)F.FC(F)C(F)(F)COC(F)(F)C(F)F. The HOMO energy comes out at -8.74 eV. As for the total energy: -108511.5166 eV.